Entry from the Open Molecules 2025 dataset: 15 unconnected molecules or ions with the total composition C41H73BCl28IN4O6S2 (ωB97M-V with the def2-TZVPD basis set).

```
156
C41H73BCl28IN4O6S2, DFT ωB97M-V with the def2-TZVPD basis set
C 1.07 4.94 5.13
C 1.54 5.15 3.53
N 2.14 3.99 2.88
C 1.66 3.48 1.58
C 2.58 4.44 0.56
I 4.43 5.28 1.49
C 1.88 5.69 -0.16
C 1.45 6.98 0.72
C 0.04 3.34 1.24
S -1.25 3.48 2.64
N -0.42 2.08 0.45
C -0.90 2.81 -0.83
O -1.33 1.92 -1.91
O -2.42 2.44 -2.40
B -1.68 1.42 1.02
N -1.70 0.32 2.11
O -3.08 1.69 0.55
C 0.85 1.21 0.30
S 1.88 1.45 -1.30
C 0.75 -0.42 0.25
C -0.13 -1.13 -0.90
C 0.73 -1.70 -2.22
C 1.86 -2.82 -1.82
C 3.40 -2.35 -2.15
C 3.65 -1.84 -3.69
C 4.71 -0.54 -3.71
C 6.02 -0.90 -2.80
O 7.18 0.00 -3.02
C 7.97 -0.15 -1.75
C 8.29 1.07 -0.70
O 8.40 -1.40 -1.44
C 1.96 1.83 1.41
N 3.21 1.39 0.69
C 4.38 1.71 1.29
O 5.52 1.87 2.01
C 1.97 0.89 2.77
C 1.24 1.28 4.22
C 1.24 0.31 5.56
C 2.00 -1.14 5.58
C 2.76 -1.56 4.19
C 2.72 -0.61 2.88
H -0.04 4.53 5.15
H 1.04 6.00 5.62
H 1.78 4.21 5.72
H 2.35 6.02 3.60
H 0.61 5.64 3.01
H 2.86 3.45 3.38
H 3.07 3.80 -0.33
H 0.91 5.39 -0.79
H 2.63 6.09 -0.99
H 0.30 6.99 0.98
H 2.05 7.18 1.70
H 1.62 7.95 0.04
H -0.30 4.35 0.69
H -2.05 4.62 2.45
H -0.06 3.51 -1.29
H -1.80 3.55 -0.63
H -3.10 1.72 -2.59
H -0.80 0.28 2.62
H -1.91 -0.60 1.66
H -3.70 1.61 1.34
H 2.59 0.29 -1.62
H 0.45 -0.91 1.29
H 1.88 -0.81 0.10
H -0.56 -2.14 -0.41
H -1.08 -0.57 -1.28
H -0.08 -2.27 -2.87
H 1.12 -0.83 -2.91
H 1.65 -3.82 -2.41
H 1.82 -3.11 -0.67
H 3.73 -1.57 -1.33
H 4.09 -3.31 -2.01
H 2.69 -1.49 -4.27
H 4.11 -2.73 -4.33
H 5.08 -0.32 -4.82
H 4.23 0.45 -3.32
H 5.77 -0.82 -1.64
H 6.38 -1.99 -3.09
H 7.70 2.07 -0.95
H 7.93 0.74 0.38
H 9.45 1.26 -0.63
H 0.70 2.31 4.35
H 0.70 0.66 6.56
H 2.03 -1.84 6.52
H 3.36 -2.60 4.12
H 3.29 -0.99 1.90
C -5.85 4.03 0.25
Cl -6.10 5.63 0.96
Cl -5.78 2.78 1.49
H -6.68 3.82 -0.43
H -4.91 4.03 -0.31
C -1.71 -2.45 -5.95
Cl -1.95 -0.85 -5.23
Cl -1.64 -3.70 -4.70
H -2.54 -2.67 -6.62
H -0.77 -2.45 -6.50
C -9.24 1.73 -0.42
Cl -7.93 1.43 -1.58
Cl -10.76 1.04 -0.99
H -8.97 1.27 0.54
H -9.36 2.81 -0.29
C 2.62 -2.65 9.63
Cl 2.21 -1.19 8.73
Cl 2.75 -4.05 8.55
H 3.58 -2.50 10.13
H 1.84 -2.85 10.37
C 8.75 -3.77 1.00
Cl 7.78 -5.10 1.64
Cl 9.99 -3.28 2.17
H 9.24 -4.09 0.08
H 8.10 -2.91 0.80
C 7.34 7.93 0.13
Cl 7.57 7.80 -1.62
Cl 6.14 9.17 0.52
H 7.00 6.97 0.52
H 8.29 8.20 0.59
C -3.97 -7.30 -4.22
Cl -3.83 -7.10 -5.97
Cl -2.50 -6.76 -3.40
H -4.81 -6.70 -3.86
H -4.13 -8.35 -3.99
C -5.78 -1.50 -3.69
Cl -6.90 -2.01 -2.42
Cl -4.52 -0.44 -3.04
H -5.31 -2.39 -4.12
H -6.33 -0.97 -4.46
C -4.87 7.56 -2.19
Cl -4.67 9.31 -2.32
Cl -3.49 6.82 -1.37
H -5.78 7.34 -1.63
H -4.95 7.14 -3.20
C -3.39 1.60 5.26
Cl -3.19 3.35 5.14
Cl -2.00 0.86 6.08
H -4.29 1.38 5.82
H -3.47 1.18 4.25
C -2.75 -9.94 -0.76
Cl -3.82 -10.41 0.57
Cl -3.68 -9.56 -2.21
H -2.18 -9.06 -0.46
H -2.07 -10.77 -0.98
C -1.75 -5.04 -9.08
Cl -2.83 -3.64 -9.04
Cl -0.28 -4.73 -8.15
H -2.27 -5.90 -8.65
H -1.48 -5.25 -10.11
C -6.91 -8.30 -1.65
Cl -7.09 -6.81 -2.58
Cl -7.95 -8.28 -0.22
H -7.19 -9.15 -2.28
H -5.87 -8.40 -1.34
C -6.88 -6.03 2.86
Cl -6.69 -4.28 2.74
Cl -5.50 -6.77 3.68
H -7.79 -6.25 3.43
H -6.96 -6.45 1.85
```

The HOMO-LUMO gap is 7.897 eV. The net charge is +1. The LUMO energy is -0.1028 Ha. Its largest force on an atom is 11.1 eV/A. As for the HOMO energy: -10.695 eV.